{
  "formula": "C26H54CsN2O10P2S4Si2Te",
  "method": "ωB97M-V/def2-TZVPD",
  "elements": ["Cs", "C", "C", "S", "C", "C", "S", "C", "C", "S", "H", "H", "H", "H", "H", "H", "H", "H", "H", "H", "H", "H", "N", "C", "C", "P", "O", "O", "O", "P", "O", "O", "O", "H", "H", "H", "H", "H", "H", "H", "H", "C", "Si", "C", "C", "C", "Te", "C", "Si", "C", "C", "C", "H", "H", "H", "H", "H", "H", "H", "H", "H", "H", "H", "H", "H", "H", "H", "H", "H", "H", "H", "H", "H", "H", "C", "C", "C", "C", "C", "C", "C", "S", "O", "O", "N", "C", "C", "C", "O", "O", "H", "H", "H", "H", "H", "H", "H", "H", "H", "H", "H", "H"],
  "xyz": [[1.86548, 0.74758, 0.62932], [-3.61731, -2.60581, 3.36061], [-2.16551, -2.65170, 2.89976], [-1.67261, -1.52699, 1.58798], [-2.73675, -1.99116, 0.20049], [-4.15890, -1.41292, 0.14106], [-4.26254, 0.32482, 0.65662], [-5.66313, 0.32175, 1.80576], [-5.71246, -0.76229, 2.88027], [-4.21524, -0.96452, 3.88771], [-3.72836, -3.28120, 4.21100], [-4.28087, -2.97047, 2.57725], [-1.92166, -3.67761, 2.60991], [-1.48755, -2.38782, 3.71490], [-2.79013, -3.08141, 0.12952], [-2.17613, -1.65075, -0.67219], [-4.83299, -1.98686, 0.77137], [-4.53089, -1.49827, -0.88206], [-6.60328, 0.30537, 1.24777], [-5.59055, 1.30243, 2.28004], [-5.96039, -1.73382, 2.45463], [-6.52995, -0.51491, 3.56031], [5.41751, 4.20546, -1.83803], [4.64236, 2.90413, -1.88870], [5.30775, 1.92657, -2.84636], [2.90481, 3.38053, -2.33590], [2.89042, 3.20769, -3.96477], [2.81929, 4.84075, -2.02053], [1.98770, 2.36764, -1.74214], [4.87354, 2.24799, -0.12123], [3.72006, 3.06372, 0.71410], [6.19152, 2.85470, 0.24314], [4.59293, 0.79127, -0.11258], [4.70833, 4.94513, -1.69294], [5.92533, 4.38653, -2.69946], [6.05428, 4.07358, -1.00898], [5.36864, 2.34574, -3.85387], [4.71179, 1.01743, -2.88785], [6.30424, 1.65454, -2.49214], [2.33245, 3.90599, -4.32949], [2.91061, 3.08326, 0.17559], [-6.84587, 3.92123, -3.80042], [-5.65167, 2.94877, -2.72096], [-5.89156, 3.45239, -0.93464], [-5.96801, 1.11547, -2.91855], [-3.91407, 3.35629, -3.27772], [-2.35450, 2.48731, -2.06652], [-0.85189, 2.69635, -3.60421], [-0.68779, 1.15626, -4.64413], [0.61013, 1.43639, -5.97075], [-0.13826, -0.23714, -3.52522], [-2.32107, 0.73279, -5.47084], [-7.88102, 3.69615, -3.53281], [-6.71152, 3.67768, -4.85659], [-6.69235, 4.99593, -3.68055], [-6.88790, 3.18148, -0.57778], [-5.76961, 4.53090, -0.81246], [-5.15843, 2.94770, -0.30081], [-6.98333, 0.85990, -2.60634], [-5.26843, 0.56008, -2.29083], [-5.84341, 0.79880, -3.95671], [-3.76221, 4.43666, -3.28864], [-3.74838, 2.97235, -4.28688], [0.08155, 2.85540, -3.05787], [-1.09087, 3.61053, -4.14926], [1.55414, 1.73742, -5.51046], [0.30120, 2.21561, -6.67172], [0.78953, 0.52374, -6.54433], [0.78624, 0.05940, -3.02151], [0.04884, -1.15663, -4.08362], [-0.89278, -0.44845, -2.76425], [-2.61685, 1.50570, -6.18474], [-3.11638, 0.62477, -4.72904], [-2.24000, -0.21116, -6.01536], [2.81069, -6.90045, 2.49453], [3.45012, -5.84148, 3.35258], [4.34432, -4.92687, 2.81321], [4.90429, -3.92977, 3.59857], [4.56622, -3.85127, 4.93827], [3.69201, -4.76938, 5.50473], [3.13923, -5.75608, 4.70830], [5.18607, -2.51230, 5.92679], [6.37861, -2.01503, 5.28893], [5.25239, -3.01431, 7.27100], [4.03609, -1.36805, 5.86956], [4.15797, -0.26766, 4.89820], [3.53468, -0.59545, 3.53990], [2.04771, -1.07480, 3.65366], [1.75852, -1.76382, 4.66238], [1.25019, -0.77029, 2.73934], [3.22252, -6.89126, 1.48592], [1.73441, -6.73304, 2.42079], [2.96282, -7.89463, 2.91838], [4.60110, -4.98733, 1.76197], [5.60511, -3.21672, 3.18549], [3.45514, -4.69494, 6.55716], [2.44669, -6.46934, 5.14130], [3.08354, -1.76677, 5.70531], [5.20912, -0.00958, 4.79050], [3.64372, 0.59015, 5.33609], [4.10379, -1.39478, 3.05893], [3.64764, 0.27906, 2.88484]],
  "forces_ev_per_angstrom": [[-0.8, -0.6, -0.1], [0.0, 0.0, 0.1], [0.1, 0.0, 0.0], [0.1, 0.1, -0.3], [0.0, 0.0, 0.1], [0.0, 0.1, 0.0], [0.0, -0.1, 0.0], [0.0, 0.0, -0.1], [0.1, 0.0, 0.1], [0.0, 0.0, 0.0], [0.0, 0.0, 0.0], [0.0, 0.0, 0.0], [0.0, 0.0, 0.0], [0.0, 0.0, 0.0], [0.0, 0.0, 0.0], [0.0, 0.0, 0.0], [0.0, 0.0, 0.0], [0.0, 0.0, 0.0], [0.0, 0.0, 0.0], [0.0, 0.0, 0.0], [0.0, 0.0, 0.0], [0.0, 0.0, 0.0], [0.0, -0.1, 0.0], [-0.2, 0.0, 0.1], [0.0, 0.1, 0.0], [0.4, -0.1, -0.3], [0.0, 0.0, 0.1], [-0.1, 0.0, 0.1], [-0.1, 0.2, 0.2], [0.0, 0.3, -0.3], [0.2, 0.0, -0.4], [0.0, 0.0, 0.1], [0.2, 0.1, 0.0], [0.0, 0.0, 0.0], [0.0, 0.0, 0.0], [0.0, 0.0, -0.1], [0.0, 0.0, 0.0], [0.0, 0.0, 0.0], [0.0, 0.0, 0.0], [0.1, 0.0, 0.0], [0.1, 0.3, 0.1], [0.0, 0.0, 0.0], [-0.1, 0.0, 0.0], [0.1, 0.0, 0.0], [0.0, 0.1, 0.0], [0.2, -0.1, 0.1], [-0.1, 0.1, -0.2], [-0.1, 0.1, 0.3], [0.0, -0.1, -0.1], [0.0, 0.0, 0.0], [0.0, 0.0, 0.0], [0.0, 0.0, 0.0], [0.0, 0.0, 0.0], [0.0, 0.0, 0.0], [0.0, 0.0, 0.0], [0.0, 0.0, 0.0], [0.0, 0.0, 0.0], [0.0, 0.0, 0.0], [0.0, 0.0, 0.0], [0.0, -0.1, 0.0], [0.0, 0.0, 0.0], [0.0, 0.0, 0.0], [0.0, 0.0, 0.0], [0.0, 0.0, 0.0], [0.0, 0.0, 0.0], [0.0, 0.0, 0.0], [0.0, 0.0, 0.0], [0.0, 0.0, 0.0], [0.0, 0.0, 0.0], [0.0, 0.0, 0.0], [0.0, 0.0, 0.0], [0.0, 0.0, 0.0], [0.0, 0.0, 0.0], [0.0, 0.0, 0.0], [0.0, 0.0, 0.0], [-0.1, -0.1, 0.0], [0.0, 0.0, 0.0], [0.0, 0.0, 0.0], [0.0, 0.0, 0.0], [0.0, 0.0, -0.1], [0.0, 0.0, 0.0], [0.0, 0.0, -0.1], [0.0, 0.0, 0.1], [0.0, -0.1, 0.0], [0.2, 0.1, -0.1], [0.0, -0.1, -0.1], [-0.3, 0.0, 0.1], [0.1, 0.0, 0.1], [0.0, 0.0, 0.0], [0.1, -0.2, 0.3], [0.0, 0.0, 0.0], [0.0, 0.0, 0.0], [0.0, 0.0, 0.0], [0.0, 0.0, 0.0], [0.0, 0.0, 0.0], [0.0, 0.0, 0.0], [0.0, 0.0, 0.0], [0.0, 0.0, 0.2], [0.0, 0.0, 0.0], [0.0, 0.0, 0.0], [0.0, 0.0, 0.0], [-0.2, -0.1, 0.2]],
  "mulliken_charge": [1.4774, -0.5886, -0.7437, 0.1282, -0.6976, -0.5705, -0.1167, -0.6547, -0.9690, -0.0779, 0.4632, 0.2242, 0.3686, 0.3122, 0.4279, -0.0143, 0.2943, 0.4852, 0.3042, 0.4401, 0.4155, 0.4708, -0.1404, 0.3500, -1.9520, 0.6986, -0.4866, -0.9016, -0.5836, 0.9639, -0.4963, -0.8858, -0.7990, 0.3423, 0.3163, 0.3991, 0.4811, 0.3267, 0.4902, 0.3233, 0.1754, -1.0434, 0.0408, -0.7141, -0.3950, -0.8488, 0.2121, -0.1321, 0.3268, -0.8765, -0.1215, -0.8487, 0.2870, 0.2920, 0.3034, 0.2824, 0.3318, 0.1132, 0.3308, -0.1918, 0.3430, 0.5223, 0.2419, -0.4434, 0.5010, 0.1650, 0.2859, 0.3339, 0.1512, 0.3812, -0.3808, 0.3006, 0.0538, 0.3742, -1.4209, 0.9681, -0.7455, -0.5415, -0.0025, -0.4446, -0.6115, 1.3781, -0.6973, -0.7477, -0.3282, -1.0741, 0.1864, 0.5866, -0.8562, -0.7113, 0.3485, 0.2838, 0.3478, 0.3006, 0.5775, 0.4179, 0.3694, 0.4848, 0.4357, 0.3416, -0.0191, -0.0052],
  "e_homo_ev": -5.8,
  "total_charge": -1,
  "gap_ev": 7.52,
  "lumo_ha": 0.06256,
  "total_energy_ev": -136820.1774,
  "molar_mass_g_mol": 1061.6
}